1.
Molecular formula: C17H29ClN3O5Yb
Method: DFT, ωB97M-V with the def2-TZVPD basis set

Structure (ORCA input):
```
! RIJCOSX wB97M-V def2-TZVPD def2/J DEFGRID3
* xyz 2 2
Yb -0.2499 0.2571 0.0411
Cl 1.2059 2.9578 -0.9274
O -1.6220 2.0776 0.0929
O 0.8375 -0.8706 1.5564
O -1.3017 4.3237 2.3488
O 2.0657 -0.2930 -0.2511
O -1.5550 1.1119 2.0808
N -0.6656 -4.3016 0.9765
N 4.3513 -0.4418 0.8271
N -1.6357 -2.0072 -0.3463
C -1.4187 -3.2103 1.7217
C -1.7946 2.1193 1.3719
C 3.2454 -0.7344 1.8008
C -2.3975 -2.5992 0.7497
C -3.2590 4.0263 0.8474
C 2.8365 0.2107 -4.0933
C 3.1195 1.9909 -2.5017
C 1.4921 0.1136 -3.8339
C 0.8425 1.0538 -2.9894
C -0.4829 0.9039 -2.6972
C 1.7567 1.9654 -2.2615
C -1.0000 -3.0867 -1.1671
C -3.2091 3.0896 3.2702
C 3.6628 1.1136 -3.4061
C 0.0153 -3.8351 -0.2689
C -2.3816 3.4424 1.9904
C 1.9269 -0.6324 0.9699
H -4.2151 3.4716 0.7495
H -2.7401 2.1961 3.7072
H -3.4743 5.0784 1.0775
H -1.0994 1.7626 -2.4273
H 3.6962 2.6907 -1.9384
H 3.2484 -0.0036 2.6507
H 0.0291 -4.6793 1.6440
H -1.0891 0.0313 -2.8761
H -1.1950 5.0014 1.6634
H 3.8822 -0.2675 -0.1089
H 4.7735 0.4778 1.0079
H 0.3874 -4.7182 -0.7983
H -0.6470 -2.4911 1.9862
H -1.3293 -5.0961 0.7762
H 0.8569 -0.6588 -4.2297
H 0.8301 -3.1657 0.0113
H 3.3896 -1.7369 2.2278
H -0.4338 -2.6270 -1.9922
H -3.0203 -1.8708 1.2841
H -2.7100 4.0061 -0.1107
H 4.7320 1.1052 -3.6358
H 5.0872 -1.1431 0.8204
H -1.7862 -3.7891 -1.5954
H -1.9396 -3.7022 2.5794
H -4.2451 2.8180 3.0461
H -2.3121 -1.5447 -0.9715
H -3.1712 -3.3406 0.4124
H 3.2674 -0.4899 -4.8224
H -3.1572 3.9399 3.9610
*
```

The HOMO-LUMO gap (alpha / beta) comes out at 5.099 / 4.553 eV. As for the HOMO energy (alpha / beta): -11.20 / -11.19 eV. For the total energy, the calculation gives -76845.470 eV. As for the LUMO energy (alpha / beta): -6.101 / -6.633 eV. The energy above the lowest of the compared OMol25 structures with the same formula, charge and spin is 39.2 kcal/mol. For the molecular weight, the calculation gives 563.93 g mol⁻¹.

---

2.
Molecular formula: C36H43ClCoN2O4PSSe
Method: DFT, ωB97M-V with the def2-TZVPD basis set

Structure (ORCA input):
```
! RIJCOSX wB97M-V def2-TZVPD def2/J DEFGRID3
* xyz 1 4
Se -2.4047 0.7358 -0.9503
Co -0.3254 0.6940 0.3063
Cl -1.3163 -2.6636 -1.6570
S -0.2513 3.7847 -0.5646
P 1.3321 -0.9583 -0.5775
O -0.4509 -0.8308 1.7045
O 0.0634 -1.2651 3.8207
O 0.3126 2.3750 -0.6097
O -0.9789 1.7237 2.1157
N -2.8171 -1.4448 0.9135
N -4.4853 -1.2521 -0.4985
C -2.2277 0.6817 4.0137
C -5.8091 -4.3071 1.2578
C 0.1248 4.5937 -2.1816
C 3.1407 -1.3388 -4.2573
C 1.8577 -0.7643 -2.2773
C -0.3653 -0.5053 2.9665
C 0.0544 -3.4365 -0.8580
C 1.5046 0.4572 -2.8710
C 5.0911 0.2521 0.5273
C -1.8260 3.2909 -3.4996
C 0.0344 -4.8011 -0.7469
C -3.7212 -2.5053 1.1952
C 2.8998 3.2344 0.9050
C 3.8185 0.0068 2.5849
C 1.1830 -2.7162 -0.4711
C -0.8697 0.8730 3.3517
C -3.2831 -0.7667 -0.1520
C 2.1698 0.7939 -4.0134
C 0.8799 4.6640 0.4302
C 2.7696 -0.4421 1.7776
C 1.1215 -5.5365 -0.1977
C 2.8823 -0.1097 -4.7310
C 2.1752 -4.8066 0.3582
C 2.6616 -1.6751 -2.9672
C -4.7454 -2.4098 0.2529
C -5.8576 -3.2336 0.3327
C 5.0459 0.2580 1.9135
C 0.1776 1.5822 4.2105
C -0.3315 3.8071 -3.4417
C 2.1700 -3.4164 0.2108
C -3.6554 -3.5482 2.1385
C 2.3174 4.3160 0.0938
C -4.7029 -4.4294 2.1624
C 2.8362 -0.5254 0.4027
C -5.4528 -0.9437 -1.5098
C 4.0293 -0.1681 -0.2224
H 2.6088 3.3717 1.9539
H 2.6275 2.2621 0.5749
H 0.7361 5.7273 0.1994
H 0.3467 1.1117 5.1663
H 2.0679 1.8281 -4.4495
H -6.3617 -0.5640 -0.9606
H 3.2899 0.1664 -5.6997
H -2.8428 -3.5722 2.8793
H -5.7914 -1.8512 -2.1119
H -0.8788 -5.4069 -0.9933
H -6.6937 -3.0066 -0.2651
H 4.0031 3.3063 0.8546
H 1.1622 1.6394 3.7418
H 1.8544 -0.6221 2.2990
H -0.1674 4.5514 -4.1850
H -5.1059 -0.1645 -2.2144
H 1.1896 4.6874 -2.2663
H 5.9408 0.5754 2.4604
H -0.1877 2.6145 4.4051
H 2.4861 4.1299 -0.9547
H -0.2793 5.5882 -2.1123
H -2.9772 0.3975 3.3136
H 2.9884 -5.3179 0.7835
H 1.1179 -6.6152 -0.2216
H 5.9200 0.3836 -0.0864
H -2.1836 -0.1133 4.7823
H -2.1572 3.5168 -4.5275
H -1.9756 2.2076 -3.3521
H 2.9437 -2.6459 -2.6018
H 3.7209 0.1223 3.6427
H -6.5464 -5.1287 1.3151
H 2.9958 5.2011 0.2731
H 3.0825 -2.9266 0.5822
H 3.7551 -2.0741 -4.7104
H -1.8484 -1.3111 1.2305
H -1.9215 1.8013 1.9104
H 0.6093 4.5792 1.4624
H 4.1094 -0.1628 -1.3091
H 0.7944 1.1514 -2.4436
H 0.4165 2.9897 -3.6790
H -2.4663 3.8892 -2.8310
H -2.4946 1.6241 4.5752
H -4.6633 -5.2643 2.8783
*
```

The HOMO-LUMO gap (alpha / beta) comes out at 8.767 / 8.443 eV. As for the HOMO energy (alpha / beta): -10.49 / -10.61 eV. For the total energy, the calculation gives -184815.712 eV. As for the LUMO energy (alpha / beta): -1.727 / -2.171 eV. For the molecular weight, the calculation gives 804.14 g mol⁻¹.

---

3.
Molecular formula: C16H15N3O4
Method: DFT, ωB97M-V with the def2-TZVPD basis set

Structure (ORCA input):
```
! RIJCOSX wB97M-V def2-TZVPD def2/J DEFGRID3
* xyz 0 1
O -3.4434 -3.0383 1.2361
O 3.0944 1.0603 0.2541
O 3.7131 3.1059 0.4456
O -2.7500 -0.9807 1.0376
N -1.6401 -0.1101 1.1254
N -3.1449 1.5362 0.4180
N 2.8718 2.2337 0.4505
C 1.7417 -1.6506 -0.8103
C -1.0870 3.4017 1.2028
C -0.0638 4.3318 1.2867
C -0.2515 -2.4623 0.2692
C -1.9154 1.0934 0.7821
C 1.2408 3.9530 1.0341
C -1.0740 -2.6864 1.5134
C -0.8189 2.0748 0.8676
C 0.9933 -1.8537 0.3358
C 1.2610 -2.0443 -2.0520
C 0.0160 -2.6588 -2.1147
C -2.5072 -2.2879 1.2679
C -0.7307 -2.8686 -0.9704
C 2.0749 -1.8344 -3.2926
C 0.4928 1.6827 0.6243
C 1.5048 2.6272 0.7087
H -1.0693 -3.7426 1.7915
H -0.3735 -2.9769 -3.0716
H -0.2858 5.3535 1.5527
H -3.2442 2.4005 -0.0833
H 1.3867 -1.5382 1.2914
H 2.0565 4.6573 1.0886
H 2.8095 -1.0469 -3.1433
H -3.8547 0.8334 0.2854
H -0.6728 -2.0870 2.3317
H 1.4386 -1.5728 -4.1358
H -2.0993 3.7044 1.4250
H 2.7031 -1.1652 -0.7334
H 2.6077 -2.7510 -3.5477
H 0.7152 0.6582 0.3669
H -1.6955 -3.3514 -1.0379
*
```

The HOMO-LUMO gap comes out at 7.957 eV. As for the HOMO energy: -8.76 eV. For the total energy, the calculation gives -29492.598 eV. As for the LUMO energy: -0.802 eV. The energy above the lowest of the compared OMol25 structures with the same formula, charge and spin is 41.3 kcal/mol. For the molecular weight, the calculation gives 313.31 g mol⁻¹.

---

4.
Molecular formula: CH2NO2
Method: DFT, ωB97M-V with the def2-TZVPD basis set

Structure (ORCA input):
```
! RIJCOSX wB97M-V def2-TZVPD def2/J DEFGRID3
* xyz -1 1
O -0.9910 2.5762 0.3413
O -1.4743 1.6492 2.3741
N -0.0059 -0.5679 0.3230
C -1.2031 1.8457 1.2453
H -0.7883 -0.0934 -0.2495
H 0.7728 -0.4257 -0.2495
*
```

The HOMO-LUMO gap comes out at 5.714 eV. As for the HOMO energy: -1.76 eV. For the total energy, the calculation gives -6653.850 eV. As for the LUMO energy: 3.954 eV. The energy above the lowest of the compared OMol25 structures with the same formula, charge and spin is 58.3 kcal/mol. For the molecular weight, the calculation gives 60.03 g mol⁻¹.

---

5.
Molecular formula: C3H7Cl
Method: DFT, ωB97M-V with the def2-TZVPD basis set

Structure (ORCA input):
```
! RIJCOSX wB97M-V def2-TZVPD def2/J DEFGRID3
* xyz 0 1
Cl -1.1593 1.8516 2.6361
C 0.8029 -1.2292 -0.8234
C 1.8825 -0.5335 -1.0955
C -1.4714 1.0378 1.0580
H 0.6899 -2.3266 -0.9977
H 1.8908 0.5279 -0.9994
H 2.8101 -1.0419 -1.2712
H -0.7208 0.3822 0.7117
H -2.4693 0.3926 1.1910
H -0.2343 -0.8426 -0.7903
H -2.0210 1.7818 0.3807
*
```

The HOMO-LUMO gap comes out at 11.526 eV. As for the HOMO energy: -10.52 eV. For the total energy, the calculation gives -15745.146 eV. As for the LUMO energy: 1.007 eV. The energy above the lowest of the compared OMol25 structures with the same formula, charge and spin is 34.0 kcal/mol. For the molecular weight, the calculation gives 78.54 g mol⁻¹.

---

6.
Molecular formula: C6H15N2O2
Method: DFT, ωB97M-V with the def2-TZVPD basis set

Structure (ORCA input):
```
! RIJCOSX wB97M-V def2-TZVPD def2/J DEFGRID3
* xyz 1 1
O -1.4820 -1.6338 0.3976
O 0.5526 -1.5451 1.0291
N -0.5774 0.4130 0.6833
N 1.3942 -4.0296 0.7939
C 1.2055 1.6478 -0.5789
C 0.6831 1.2333 0.7643
C -0.4737 -0.9161 0.7721
C -1.6813 1.2273 0.1235
C 0.0449 2.3398 -1.3510
C -1.2121 1.3998 -1.3972
H 0.3918 2.0059 1.4266
H 0.3969 2.6300 -2.3013
H -2.0025 1.8338 -1.9281
H 1.6650 0.8365 -1.1768
H 0.5922 -4.3148 1.3580
H 1.1107 -2.9533 0.5340
H -1.5698 2.1116 0.6607
H 2.0046 2.3411 -0.3539
H 2.1410 -3.8620 1.4072
H 1.5788 -4.8140 -0.0319
H -2.2732 -1.0375 0.1471
H -2.7424 0.8591 0.2624
H -0.9155 0.3844 -1.7662
H -0.1589 3.3036 -0.7503
H 1.3276 0.5392 1.2759
*
```

The HOMO-LUMO gap comes out at 9.628 eV. As for the HOMO energy: -12.86 eV. For the total energy, the calculation gives -13534.237 eV. As for the LUMO energy: -3.231 eV. The energy above the lowest of the compared OMol25 structures with the same formula, charge and spin is 34.1 kcal/mol. For the molecular weight, the calculation gives 147.20 g mol⁻¹.

---

7.
Molecular formula: C33H41BCrN13OSTe
Method: DFT, ωB97M-V with the def2-TZVPD basis set

Structure (ORCA input):
```
! RIJCOSX wB97M-V def2-TZVPD def2/J DEFGRID3
* xyz 2 2
Te -1.9922 -0.2336 -3.0554
Cr -0.9697 0.8991 -0.6702
S 1.1723 1.8484 -1.4574
O 3.6789 -2.1287 -0.0536
N -3.3809 -4.9516 -0.2112
N -2.9578 2.9531 -1.1521
N 3.7442 1.8736 -0.9181
N -0.1804 -0.7436 0.4406
N -3.6098 1.2131 0.5297
N -2.1135 -4.8753 -0.1858
N -1.6950 -4.6027 1.0797
N 2.7482 -0.1928 -0.7217
N -2.7585 0.2921 0.0373
N -0.9140 2.2652 0.8855
N -2.0189 3.0043 1.1076
N -0.1201 -2.7836 1.2572
N -1.8063 2.4529 -1.6451
C -3.8732 -4.7294 1.0560
C -2.6722 3.8595 -3.1493
C 4.5541 -0.1862 0.9920
C -2.3548 -2.3300 -3.3623
C -2.7835 -4.4832 1.9040
C 2.6577 1.1412 -0.9833
C -4.2427 -4.1456 3.7193
C 5.5286 3.3710 -2.9147
C 6.1366 1.0089 2.9260
C -5.1809 -4.6991 1.5459
C -0.0945 -2.0350 0.1259
C 0.0659 2.7951 1.6255
C 3.8059 3.3302 -1.0414
C -2.9459 -4.1791 3.2540
C 0.0933 -2.5960 -1.2382
C -4.3713 -0.7644 1.1651
C -3.4976 3.7985 -2.0367
C 3.6848 -0.9278 0.0489
C 3.9892 0.7179 1.8933
C -1.6224 3.0023 -2.8562
C -0.3264 -4.2363 1.3484
C -0.3173 -0.1586 -4.3980
C 4.7792 1.3018 2.8674
C -0.1943 -1.9259 2.3332
C -0.2468 -0.6756 1.8230
C -3.2170 -0.9122 0.4124
C 6.6989 0.1067 2.0345
C 4.1290 3.7795 -2.4657
C -1.7456 3.9810 1.9792
C -5.3425 -4.4113 2.8824
C 5.9059 -0.5083 1.0786
C -0.4136 3.8820 2.3452
C -4.5805 0.6079 1.2174
B -3.3199 2.7126 0.3305
H 0.3317 -4.7518 0.6528
H -0.5736 -3.4329 -1.4249
H -4.4244 4.3077 -1.8314
H -6.3361 -4.4041 3.3100
H 1.0588 2.3757 1.6142
H -0.7409 2.7891 -3.4411
H 5.7079 3.7056 -3.9349
H -0.2149 -2.2769 3.3505
H 0.1289 4.5143 3.0252
H -0.3084 0.2614 2.3459
H -2.8153 4.4451 -4.0401
H -2.1036 -3.9885 3.9065
H -0.0911 -4.5405 2.3648
H -4.2271 3.3910 0.6814
H 0.0499 -1.1716 -4.5456
H -4.4253 -3.9074 4.7588
H -2.9982 -2.7112 -2.5714
H -0.6521 0.2475 -5.3485
H -2.4995 4.6849 2.2898
H 2.8458 3.7374 -0.7294
H 4.6217 1.3911 -0.7833
H -6.0190 -4.9045 0.8940
H 6.2878 3.8305 -2.2798
H 5.6671 2.2880 -2.8937
H 7.7522 -0.1308 2.0933
H 6.3246 -1.2346 0.3935
H 2.0068 -0.7541 -1.1062
H -4.9640 -1.5402 1.6171
H 2.9254 0.9272 1.8498
H -0.0961 -1.8241 -1.9812
H 3.3760 3.3650 -3.1403
H 4.5760 3.6778 -0.3514
H 0.4664 0.4671 -3.9800
H 1.1128 -2.9700 -1.3476
H 4.0327 4.8657 -2.4987
H 6.7535 1.4756 3.6822
H -5.3622 1.1734 1.6970
H -1.4358 -2.9090 -3.3973
H -2.7220 -1.8189 0.1008
H -2.8666 -2.4088 -4.3185
H 4.3373 1.9767 3.5884
*
```

The HOMO-LUMO gap (alpha / beta) comes out at 6.457 / 6.988 eV. As for the HOMO energy (alpha / beta): -13.48 / -13.48 eV. For the total energy, the calculation gives -103521.180 eV. As for the LUMO energy (alpha / beta): -7.023 / -6.492 eV. The energy above the lowest of the compared OMol25 structures with the same formula, charge and spin is 3.8 kcal/mol. For the molecular weight, the calculation gives 858.26 g mol⁻¹.

---

Which value of molecular weight does entry 1 give?
563.93 g mol⁻¹